1.
DFT (the ωB97M-V functional and the def2-TZVPD basis) results for C4H6NP in the gas phase.

Element x y z (Å)
C1 -0.50 -0.90 0.68
C2 0.57 -1.36 -0.01
C3 0.98 1.19 -1.34
C4 -0.70 0.44 1.01
N1 -1.76 1.16 0.83
P1 1.61 -0.25 -0.90
H1 -1.13 -1.61 1.21
H2 0.79 -2.42 -0.09
H3 1.70 1.84 -1.83
H4 -2.55 0.89 0.24
H5 -1.78 2.09 1.21
H6 2.76 -1.06 -1.01

Computed properties:
HOMO energy = -7.563 eV
HOMO-LUMO gap = 7.8318 eV
LUMO level = 0.3 eV
energy above the lowest of the compared OMol25 structures with the same formula, charge and spin = 115.3 kcal per mole

These are the natural (NBO) partial charges, in e, on atoms 1 to 4: atom 1 (C): -0.287, atom 2 (C): -0.635, atom 3 (C): -0.804, atom 4 (C): 0.197

2.
DFT (the ωB97M-V functional and the def2-TZVPD basis) results for 2 unconnected molecules or ions with the total composition C2H6IN2S.

Element x y z (Å)
C1 -1.17 -0.75 -0.34
C2 0.17 0.73 1.14
N1 -1.16 -1.75 -1.21
N2 -0.05 -0.26 0.26
S1 0.50 2.57 -0.70
I1 -3.03 0.11 0.15
H1 1.27 0.84 1.48
H2 -0.63 1.40 1.59
H3 -0.42 -2.34 -1.48
H4 -2.15 -1.89 -1.56
H5 0.77 -0.74 0.11
H6 -0.38 3.52 -0.46

Computed properties:
2S+1 = 3
HOMO energy (alpha / beta) = -11.233 / -13.394 eV
total charge = +1
HOMO-LUMO gap (alpha / beta) = 7.2736 / 7.1150 eV
LUMO level (alpha / beta) = -4.0 / -6.3 eV
energy above the lowest of the compared OMol25 structures with the same formula, charge and spin = 13.3 kcal per mole

These are the natural (NBO) partial charges, in e, on atoms 1 to 4: atom 1 (C): 0.277, atom 2 (C): -0.170, atom 3 (N): -0.765, atom 4 (N): -0.542

3.
DFT (the ωB97M-V functional and the def2-TZVPD basis) results for a gas-phase ion, C3H8NO2 (charge -1).

Element x y z (Å)
C1 0.82 -0.02 -1.07
C2 -0.67 -0.95 0.68
C3 0.26 0.15 0.44
N1 -0.63 1.45 0.49
O1 -0.59 1.81 1.89
O2 1.18 0.18 1.41
H1 0.43 -0.94 -1.37
H2 1.84 -0.16 -1.27
H3 0.58 0.91 -1.72
H4 -1.23 -0.95 1.77
H5 -0.08 -1.98 0.70
H6 -1.45 -1.01 -0.10
H7 -0.16 2.24 0.06
H8 0.16 1.25 2.14

Computed properties:
HOMO energy = -3.236 eV
SMILES string = CC(C)([O-])NO
total charge = -1
HOMO-LUMO gap = 7.6245 eV
LUMO level = 4.4 eV
energy above the lowest of the compared OMol25 structures with the same formula, charge and spin = 92.9 kcal per mole

These are the natural (NBO) partial charges, in e, on atoms 1 to 4: atom 1 (C): -0.647, atom 2 (C): -0.621, atom 3 (C): 0.353, atom 4 (N): -0.407

4.
DFT (the ωB97M-V functional and the def2-TZVPD basis) results for C6H10O in the gas phase.

Element x y z (Å)
C1 -0.44 0.76 -0.45
C2 -1.82 0.70 -0.28
C3 0.27 -0.44 -0.74
C4 -2.63 -0.44 -0.24
C5 1.28 -0.81 0.40
C6 2.48 0.03 0.41
O1 -3.70 -0.37 0.50
H1 -0.09 1.77 -0.67
H2 -2.32 1.63 0.18
H3 -0.48 -1.09 -1.00
H4 0.91 -0.23 -1.69
H5 0.76 -0.88 1.35
H6 1.43 -1.91 0.00
H7 2.81 0.28 -0.56
H8 3.24 -0.42 1.00
H9 2.18 0.92 0.88
H10 -3.89 0.50 0.90

Computed properties:
HOMO energy = -8.047 eV
HOMO-LUMO gap = 7.8647 eV
LUMO level = -0.2 eV
energy above the lowest of the compared OMol25 structures with the same formula, charge and spin = 91.0 kcal per mole

These are the natural (NBO) partial charges, in e, on atoms 1 to 4: atom 1 (C): -0.008, atom 2 (C): -0.418, atom 3 (C): -0.465, atom 4 (C): 0.210

5.
DFT (the ωB97M-V functional and the def2-TZVPD basis) results for a molecular structure, CaClLi.

Element x y z (Å)
Li1 -0.69 -1.16 -1.19
Ca1 0.25 0.12 1.84
Cl1 0.44 1.04 -0.65

Computed properties:
2S+1 = 2
HOMO energy (alpha / beta) = -29.368 / -28.869 eV
total charge = +3
HOMO-LUMO gap (alpha / beta) = 13.3811 / 8.4575 eV
LUMO level (alpha / beta) = -16.0 / -20.4 eV

Per-atom natural (NBO) charges, elementary charge units: atom 1 (Li): 0.982, atom 2 (Ca): 1.954, atom 3 (Cl): 0.064

6.
DFT (the ωB97M-V functional and the def2-TZVPD basis) results for a molecular structure, C61H53CdGeIN3O3Sb.

Element x y z (Å)
Cd1 -1.14 0.79 0.59
C1 2.60 1.99 -0.50
C2 1.23 1.36 -0.71
N1 0.97 0.29 0.29
N2 1.66 0.53 1.52
C3 0.95 0.81 2.57
O1 -0.34 1.05 2.65
C4 1.72 0.87 3.87
C5 3.09 0.60 3.94
C6 3.75 0.65 5.16
C7 3.07 0.97 6.33
C8 1.71 1.25 6.26
C9 1.04 1.21 5.04
C10 1.08 0.81 -2.13
C11 1.82 1.33 -3.20
C12 1.54 0.93 -4.50
C13 0.50 0.03 -4.72
C14 -0.20 -0.41 -3.61
N3 0.08 -0.05 -2.35
H1 2.69 2.31 0.54
H2 2.75 2.87 -1.14
H3 3.40 1.26 -0.69
H4 3.61 0.36 3.02
H5 4.82 0.44 5.19
H6 3.59 0.98 7.28
H7 1.17 1.51 7.16
H8 -0.01 1.43 4.97
H9 2.60 2.06 -3.02
H10 2.11 1.32 -5.33
H11 0.25 -0.32 -5.71
H12 -1.05 -1.09 -3.72
I1 -1.66 -2.68 7.42
C15 -2.41 -2.13 5.53
C16 -3.78 -2.05 5.34
C17 -4.25 -1.65 4.10
C18 -3.38 -1.35 3.05
C19 -2.02 -1.50 3.26
C20 -1.51 -1.86 4.51
C21 -3.97 -0.82 1.74
O2 -5.17 -1.05 1.56
O3 -3.21 -0.16 0.95
H13 -4.46 -2.29 6.14
H14 -5.32 -1.55 3.92
H15 -1.33 -1.32 2.45
H16 -0.44 -1.92 4.66
C22 0.00 2.39 -0.66
Ge1 0.16 4.28 -0.34
C23 1.67 4.99 0.70
C24 1.97 4.42 1.95
C25 3.01 4.91 2.72
C26 3.79 5.97 2.27
C27 3.50 6.55 1.04
C28 2.45 6.06 0.26
C29 -1.39 4.85 0.75
C30 -1.79 4.03 1.81
C31 -2.88 4.37 2.61
C32 -3.59 5.54 2.36
C33 -3.19 6.38 1.33
C34 -2.10 6.04 0.53
C35 0.05 5.20 -2.09
C36 -1.20 5.40 -2.68
C37 -1.32 5.72 -4.03
C38 -0.18 5.85 -4.82
C39 1.07 5.64 -4.26
C40 1.18 5.31 -2.91
H17 -0.52 2.36 -1.63
H18 1.38 3.58 2.31
H19 3.23 4.44 3.68
H20 4.61 6.34 2.87
H21 4.10 7.38 0.68
H22 2.22 6.54 -0.69
H23 -1.24 3.12 2.03
H24 -3.17 3.71 3.42
H25 -4.45 5.80 2.97
H26 -3.74 7.30 1.13
H27 -1.79 6.71 -0.26
H28 -2.10 5.28 -2.09
H29 -2.30 5.86 -4.47
H30 -0.27 6.10 -5.88
H31 1.96 5.72 -4.87
H32 2.16 5.12 -2.49
C41 -1.14 -6.26 -0.97
C42 -2.08 -5.10 -1.17
C43 -3.40 -5.38 -1.55
C44 -4.34 -4.37 -1.72
C45 -3.98 -3.05 -1.51
C46 -2.67 -2.75 -1.15
C47 -1.71 -3.75 -0.96
Sb1 0.21 -2.86 -0.36
C48 1.45 -4.25 -1.57
C49 1.39 -3.84 -2.91
C50 2.11 -4.47 -3.92
C51 2.92 -5.55 -3.61
C52 3.01 -5.96 -2.29
C53 2.29 -5.34 -1.26
C54 2.46 -5.90 0.14
C55 0.25 -3.84 1.59
C56 -0.86 -4.51 2.10
C57 -0.83 -5.08 3.37
C58 0.32 -4.98 4.15
C59 1.41 -4.26 3.67
C60 1.39 -3.66 2.41
C61 2.56 -2.83 1.93
H33 -1.67 -7.21 -1.08
H34 -0.69 -6.23 0.02
H35 -0.33 -6.24 -1.70
H36 -3.69 -6.41 -1.71
H37 -5.36 -4.62 -2.00
H38 -4.71 -2.25 -1.61
H39 -2.41 -1.72 -0.97
H40 0.77 -2.99 -3.17
H41 2.03 -4.12 -4.94
H42 3.49 -6.06 -4.38
H43 3.64 -6.81 -2.04
H44 2.66 -6.97 0.10
H45 1.59 -5.72 0.75
H46 3.32 -5.43 0.64
H47 -1.76 -4.58 1.52
H48 -1.70 -5.60 3.76
H49 0.36 -5.43 5.13
H50 2.29 -4.15 4.29
H51 3.41 -2.93 2.61
H52 2.28 -1.77 1.88
H53 2.87 -3.12 0.92

Computed properties:
HOMO energy = -0.835 eV
total charge = -2
HOMO-LUMO gap = 4.3054 eV
LUMO level = 3.5 eV
energy above the lowest of the compared OMol25 structures with the same formula, charge and spin = 19.9 kcal per mole

These are the Löwdin partial charges, in e, on atoms 1 to 4: atom 1 (Cd): 1.373, atom 2 (C): -0.078, atom 3 (C): -0.595, atom 4 (N): -0.240

no.,electronic energy (eV)
1,-15018.1428
2,-24076.9103
3,-8823.7643
4,-8427.2929
5,-31130.4644
6,-150448.7286